[1]
{
  "formula": "C3H2Br4",
  "method": "the ωB97M-V functional and the def2-TZVPD basis",
  "e_above_lowest_ev": 3.2171,
  "homo_ev": -9.175,
  "homo_lumo_gap_ev": 7.757,
  "total_charge": 0,
  "lumo_energy_ev": -1.42,
  "total_energy_ha": -10411.4019,
  "max_force_ev_per_a": 2.7,
  "species": ["C", "C", "C", "Br", "Br", "Br", "Br", "H", "H"],
  "xyz": [[1.268, 2.304, 1.986], [1.176, 1.962, -2.503], [1.720, 1.120, 1.615], [2.348, 3.398, -3.145], [0.283, 1.334, -3.922], [1.949, -0.192, 2.900], [2.574, 0.760, -0.035], [1.092, 2.619, 3.026], [1.468, 3.211, 1.341]],
  "mulliken_charge": [-0.48, -0.01, 0.13, -0.06, 0.04, -0.11, -0.04, 0.30, 0.23]
}

---

[2]
{
  "formula": "C3H2Br6O3",
  "method": "the ωB97M-V functional and the def2-TZVPD basis",
  "e_above_lowest_ev": 2.9150,
  "homo_ev": [-10.075, -10.068],
  "homo_lumo_gap_ev": [6.403, 6.574],
  "total_charge": 0,
  "lumo_energy_ev": [-3.67, -3.49],
  "total_energy_ha": -15785.1783,
  "max_force_ev_per_a": 5.2,
  "species": ["C", "C", "C", "O", "O", "O", "Br", "Br", "Br", "Br", "Br", "Br", "H", "H"],
  "xyz": [[-0.976, -0.305, -0.972], [-0.768, -0.082, 0.458], [1.642, 0.498, 0.877], [-0.534, -1.401, -1.604], [-0.977, 0.833, 1.159], [1.647, -0.298, -0.003], [-0.468, 1.565, -1.941], [-0.673, -1.889, 1.076], [1.688, 0.066, 2.775], [1.871, 2.326, 0.651], [-4.227, 0.373, 2.808], [3.440, 0.199, -2.452], [-2.014, -0.146, -1.444], [0.348, -1.741, -1.387]],
  "mulliken_charge": [0.03, 0.17, 0.21, -0.51, -0.39, -0.25, -0.19, -0.04, -0.01, 0.07, 0.00, -0.01, 0.49, 0.42]
}

---

[3]
{
  "formula": "C3H2BrClF2",
  "method": "the ωB97M-V functional and the def2-TZVPD basis",
  "e_above_lowest_ev": 3.1268,
  "homo_ev": [-10.714, -9.295],
  "homo_lumo_gap_ev": [9.179, 6.107],
  "total_charge": 0,
  "lumo_energy_ev": [-1.53, -3.19],
  "total_energy_ha": -3349.3052,
  "max_force_ev_per_a": 1.4,
  "species": ["C", "C", "C", "F", "F", "Cl", "Br", "H", "H"],
  "xyz": [[-0.835, 0.620, 0.143], [-0.257, -0.730, -0.238], [0.527, 0.496, -0.409], [-0.006, -1.636, 0.710], [-0.736, -1.389, -1.312], [1.357, 1.207, -1.648], [2.524, -0.422, 2.009], [-1.623, 1.057, -0.460], [-0.951, 0.795, 1.205]],
  "mulliken_charge": [-0.53, 0.86, -0.19, -0.23, -0.26, -0.10, -0.08, 0.29, 0.25]
}

---

[4]
{
  "formula": "C3H2BrClF2",
  "method": "the ωB97M-V functional and the def2-TZVPD basis",
  "e_above_lowest_ev": 3.5748,
  "homo_ev": -9.649,
  "homo_lumo_gap_ev": 6.407,
  "total_charge": 0,
  "lumo_energy_ev": -3.24,
  "total_energy_ha": -3349.2887,
  "max_force_ev_per_a": 2.1,
  "species": ["C", "C", "C", "F", "F", "Cl", "Br", "H", "H"],
  "xyz": [[0.008, 0.336, 0.126], [0.452, 1.749, -0.197], [-0.163, 1.432, 1.092], [1.766, 2.038, -0.265], [-0.175, 2.454, -1.142], [-2.986, 2.252, 0.569], [0.257, 1.694, 2.838], [-0.861, -0.018, -0.414], [0.746, -0.435, 0.314]],
  "mulliken_charge": [-0.42, 0.83, -0.20, -0.24, -0.22, -0.39, 0.08, 0.26, 0.30]
}

---

[5]
{
  "formula": "C3H2BrClF2O",
  "method": "the ωB97M-V functional and the def2-TZVPD basis",
  "homo_ev": [-8.051, -10.728],
  "homo_lumo_gap_ev": [8.705, 8.361],
  "multiplicity": 3,
  "total_charge": 0,
  "lumo_energy_ev": [0.65, -2.37],
  "total_energy_ha": -3424.5301,
  "max_force_ev_per_a": 2.6,
  "species": ["C", "C", "C", "O", "F", "F", "Cl", "Br", "H", "H"],
  "xyz": [[1.371, 0.438, 0.578], [-1.350, -0.875, -0.010], [0.341, 0.977, -0.247], [1.727, 0.779, 1.708], [0.322, 0.842, -1.579], [-0.481, 1.971, 0.072], [2.205, -0.742, -0.359], [-0.414, -2.412, -0.124], [-1.694, -0.298, -0.851], [-2.027, -0.679, 0.811]],
  "mulliken_charge": [0.60, -0.78, 0.37, -0.50, -0.17, -0.21, -0.14, -0.03, 0.43, 0.41]
}

---

[6]
{
  "formula": "C3H2BrClIO2",
  "method": "the ωB97M-V functional and the def2-TZVPD basis",
  "e_above_lowest_ev": 0.1684,
  "homo_ev": -4.286,
  "homo_lumo_gap_ev": 7.032,
  "total_charge": -1,
  "lumo_energy_ev": 2.75,
  "total_energy_ha": -3597.9466,
  "max_force_ev_per_a": 2.6,
  "species": ["C", "C", "C", "O", "O", "Cl", "Br", "I", "H", "H"],
  "xyz": [[-1.731, 1.222, -2.086], [-0.101, 0.410, 0.078], [-1.595, 0.573, -0.180], [-1.878, 2.400, -2.117], [-1.496, 0.249, -2.723], [1.021, 1.760, -0.614], [-2.214, 2.107, 0.853], [-2.522, -1.385, 0.195], [0.202, -0.495, -0.501], [0.370, 0.525, 1.146]],
  "mulliken_charge": [0.75, -0.67, -0.28, -0.52, -0.53, -0.23, -0.17, -0.03, 0.37, 0.32]
}

---

[7]
{
  "formula": "C3H2BrClN2",
  "method": "the ωB97M-V functional and the def2-TZVPD basis",
  "e_above_lowest_ev": 4.3973,
  "homo_ev": [-8.749, -8.748],
  "homo_lumo_gap_ev": [8.740, 8.740],
  "total_charge": 0,
  "lumo_energy_ev": [-0.01, -0.01],
  "total_energy_ha": -3259.0264,
  "max_force_ev_per_a": 1.9,
  "species": ["C", "C", "C", "N", "N", "Cl", "Br", "H", "H"],
  "xyz": [[1.659, -0.694, 0.828], [1.608, -0.864, -0.357], [-1.422, 1.628, 0.128], [-1.371, 0.451, -0.062], [-1.802, -0.677, -0.201], [1.482, -1.078, -1.972], [-0.334, 2.897, 0.849], [1.741, -0.526, 1.860], [-1.561, -1.136, -1.073]],
  "mulliken_charge": [-0.18, 0.01, 0.04, 0.54, -0.82, -0.16, -0.01, 0.34, 0.25]
}

---

[8]
{
  "formula": "C3H2BrClO",
  "method": "the ωB97M-V functional and the def2-TZVPD basis",
  "e_above_lowest_ev": 4.8559,
  "homo_ev": [-9.215, -8.895],
  "homo_lumo_gap_ev": [8.372, 6.871],
  "total_charge": 0,
  "lumo_energy_ev": [-0.84, -2.02],
  "total_energy_ha": -3224.7497,
  "max_force_ev_per_a": 2.7,
  "species": ["C", "C", "C", "O", "Cl", "Br", "H", "H"],
  "xyz": [[-0.076, -1.093, 0.055], [-0.579, 1.434, -0.366], [0.660, 1.430, -0.017], [-1.653, 1.424, -0.849], [-1.639, -1.766, 0.559], [2.124, 0.942, 0.977], [0.787, -1.498, 0.508], [0.375, -0.873, -0.867]],
  "mulliken_charge": [-0.91, 1.19, -0.76, -0.43, -0.12, -0.01, 0.46, 0.59]
}

---

[9]
{
  "formula": "C3H2BrF3",
  "method": "the ωB97M-V functional and the def2-TZVPD basis",
  "e_above_lowest_ev": 4.1497,
  "homo_ev": -10.142,
  "homo_lumo_gap_ev": 9.255,
  "total_charge": 0,
  "lumo_energy_ev": -0.89,
  "total_energy_ha": -2988.9489,
  "max_force_ev_per_a": 3.4,
  "species": ["C", "C", "C", "F", "F", "F", "Br", "H", "H"],
  "xyz": [[-0.971, 1.748, 0.380], [0.346, -1.001, -0.210], [0.086, 0.645, -0.039], [-1.809, 1.320, 1.292], [0.879, -1.565, 0.848], [0.603, 1.183, -1.205], [-1.233, -2.089, -0.629], [0.895, 0.842, 0.626], [1.203, -1.082, -1.062]],
  "mulliken_charge": [-0.17, 0.07, 0.32, -0.08, -0.20, -0.26, -0.14, 0.18, 0.29]
}

---

[10]
{
  "formula": "C3H2BrNO2",
  "method": "the ωB97M-V functional and the def2-TZVPD basis",
  "e_above_lowest_ev": 1.5705,
  "homo_ev": -10.236,
  "homo_lumo_gap_ev": 8.870,
  "total_charge": 0,
  "lumo_energy_ev": -1.37,
  "total_energy_ha": -2894.6903,
  "max_force_ev_per_a": 2.7,
  "species": ["C", "C", "C", "N", "O", "O", "Br", "H", "H"],
  "xyz": [[-0.038, 1.304, 0.712], [0.049, -0.006, -1.095], [0.127, -1.114, -0.011], [-0.037, 1.246, -0.583], [0.102, -0.327, -2.248], [0.018, 0.320, 1.495], [-1.243, -2.261, 0.311], [-0.087, 2.305, 1.143], [1.110, -1.465, 0.274]],
  "mulliken_charge": [0.21, 0.48, 0.16, -0.60, -0.49, -0.51, 0.06, 0.42, 0.29]
}